## w
Entry from the Open Molecules 2025 dataset: 9 unconnected molecules or ions with the total composition C27H54O27 (ωB97M-V/def2-TZVPD).

The geometry in XYZ format:
```
108
Properties=species:S:1:pos:R:3:lowdin_charge:R:1
C 0.775 -4.216 -5.705 -0.101
O -0.430 -4.029 -5.099 -0.016
C -1.183 -2.999 -5.484 -0.484
O -0.747 -2.038 -6.148 0.068
O -2.502 -2.969 -4.958 -0.059
C -3.393 -1.830 -5.269 -0.024
H 1.479 -3.302 -5.623 0.120
H 0.522 -4.392 -6.755 0.093
H 1.206 -5.256 -5.408 0.131
H -3.973 -1.895 -6.335 0.150
H -2.809 -1.001 -5.127 0.041
H -4.091 -1.825 -4.393 0.082
C 0.800 -1.490 8.095 -0.026
O 1.707 -0.684 7.356 -0.039
C 1.932 -0.929 5.980 -0.525
O 1.349 -1.792 5.362 0.105
O 2.924 -0.216 5.449 -0.007
C 3.534 -0.470 4.134 0.023
H 0.994 -2.377 7.731 0.037
H -0.176 -1.000 7.782 0.128
H 0.699 -1.442 9.116 0.066
H 3.855 0.502 3.775 0.095
H 2.873 -0.580 3.440 0.007
H 4.416 -1.157 4.259 0.133
C -0.839 -3.049 3.208 0.005
O -1.658 -2.161 2.436 0.020
C -2.175 -1.078 3.035 -0.551
O -2.090 -0.918 4.310 0.035
O -2.937 -0.302 2.326 0.013
C -3.619 0.837 2.921 0.025
H -1.225 -3.104 4.094 0.037
H 0.136 -2.704 3.432 0.073
H -0.623 -3.926 2.732 0.080
H -4.573 0.579 3.519 0.141
H -3.912 1.379 2.059 0.070
H -3.134 1.345 3.600 0.021
C -2.734 -2.432 -0.968 -0.018
O -3.131 -3.824 -0.828 -0.010
C -4.309 -4.266 -1.398 -0.578
O -5.160 -3.570 -1.900 0.110
O -4.353 -5.582 -1.426 0.008
C -5.549 -6.228 -1.892 -0.019
H -1.683 -2.513 -1.063 0.069
H -3.072 -1.857 -0.170 0.056
H -2.996 -1.829 -1.955 0.127
H -5.455 -7.266 -1.835 0.075
H -5.962 -5.898 -2.927 0.135
H -6.253 -5.816 -1.288 0.052
C 0.016 1.828 4.568 -0.116
O -0.600 2.897 4.054 -0.039
C 0.059 3.702 3.158 -0.515
O 1.162 3.378 2.658 0.071
O -0.626 4.822 2.965 -0.020
C -0.035 5.848 2.155 -0.028
H 0.490 1.311 3.689 0.092
H -0.778 1.220 5.162 0.132
H 0.926 2.141 5.156 0.117
H -1.074 6.375 2.049 0.125
H 0.187 5.448 1.173 0.091
H 0.567 6.633 2.679 0.113
C 0.264 0.038 1.002 -0.038
O -0.013 -0.337 -0.295 -0.015
C 0.903 -0.212 -1.252 -0.490
O 2.095 0.103 -0.992 0.057
O 0.487 -0.504 -2.515 0.001
C 1.336 -0.569 -3.650 -0.006
H -0.570 0.046 1.486 -0.005
H 0.723 1.203 0.966 0.176
H 0.923 -0.734 1.410 0.110
H 1.581 -1.499 -3.908 0.039
H 2.221 0.189 -3.494 0.153
H 0.749 -0.278 -4.402 0.047
C 3.196 2.959 -0.559 -0.047
O 3.675 4.247 -1.023 -0.047
C 3.247 4.681 -2.370 -0.558
O 2.777 3.892 -3.041 0.177
O 3.490 5.927 -2.737 0.061
C 3.153 6.191 -4.092 -0.024
H 2.266 3.015 -0.156 0.038
H 3.838 2.488 0.387 0.162
H 3.376 2.243 -1.134 -0.026
H 2.279 6.541 -4.399 0.056
H 3.323 5.354 -4.930 0.165
H 3.797 6.820 -4.272 0.002
C 4.659 -1.650 0.662 -0.013
O 6.055 -1.230 0.808 0.029
C 6.406 0.003 1.128 -0.712
O 5.649 0.765 1.615 0.129
O 7.557 0.323 0.714 0.010
C 7.938 1.682 0.773 -0.051
H 4.343 -2.532 1.287 0.106
H 4.802 -1.896 -0.288 0.042
H 3.645 -1.194 0.770 0.091
H 8.040 2.143 1.769 0.095
H 7.404 2.358 -0.041 0.134
H 9.010 1.482 0.230 0.140
C -6.410 0.577 -4.236 -0.069
O -5.266 0.266 -3.453 -0.028
C -4.736 1.131 -2.572 -0.580
O -5.226 2.216 -2.327 0.113
O -3.539 0.820 -2.087 0.019
C -3.056 1.533 -0.897 0.055
H -6.706 -0.078 -5.120 0.103
H -6.242 1.435 -4.942 0.099
H -7.334 0.733 -3.553 0.126
H -2.975 2.281 -1.303 -0.051
H -2.041 1.328 -0.436 0.136
H -3.847 1.666 -0.192 0.095
```

Calculated values
- SMILES = COC(=O)OC.COC(=O)OC.COC(=O)OC.COC(=O)OC.COC(=O)OC.COC(=O)OC.COC(=O)OC.COC(=O)OC.COC(=O)OC
- LUMO (eV) = 0.436

***

## x
Entry from the Open Molecules 2025 dataset: 9 unconnected molecules or ions with the total composition C27H54O27 (ωB97M-V/def2-TZVPD).

The geometry in XYZ format:
```
108
Properties=species:S:1:pos:R:3:lowdin_charge:R:1
C 27.724 28.821 -6.227 -0.039
O 29.039 29.034 -5.724 -0.004
C 29.341 30.304 -5.451 -0.630
O 28.892 31.269 -6.001 0.140
O 30.262 30.298 -4.492 -0.001
C 30.873 31.556 -4.182 -0.030
H 26.980 29.196 -5.525 0.111
H 27.527 27.750 -6.231 0.044
H 27.628 29.174 -7.252 0.100
H 31.176 32.051 -5.103 0.096
H 31.685 31.435 -3.478 0.091
H 30.076 32.163 -3.751 0.097
C 22.488 28.368 -6.329 -0.038
O 22.667 28.264 -7.721 0.000
C 23.733 28.871 -8.255 -0.609
O 24.447 29.704 -7.759 0.144
O 23.899 28.366 -9.464 -0.024
C 24.917 28.897 -10.313 -0.022
H 23.330 27.961 -5.763 0.083
H 21.570 27.860 -6.051 0.101
H 22.426 29.403 -5.982 0.102
H 25.855 28.362 -10.208 0.066
H 25.106 29.965 -10.250 0.107
H 24.508 28.685 -11.301 0.104
C 26.763 26.713 -12.139 -0.036
O 28.119 27.128 -12.147 0.028
C 28.343 28.425 -12.096 -0.621
O 27.500 29.283 -12.100 0.113
O 29.658 28.636 -12.091 0.013
C 30.057 30.004 -11.990 -0.034
H 26.692 25.682 -12.471 0.095
H 26.100 27.386 -12.676 0.100
H 26.473 26.670 -11.089 0.058
H 30.285 30.357 -12.997 0.095
H 30.987 29.982 -11.429 0.093
H 29.312 30.663 -11.554 0.092
C 22.695 26.634 0.494 -0.031
O 23.730 26.959 -0.423 0.009
C 24.444 25.990 -0.962 -0.632
O 24.114 24.830 -1.037 0.126
O 25.558 26.534 -1.434 0.006
C 26.489 25.693 -2.128 -0.014
H 23.086 26.110 1.368 0.107
H 21.952 25.966 0.060 0.075
H 22.256 27.580 0.794 0.099
H 27.246 26.326 -2.575 0.094
H 25.912 25.169 -2.889 0.068
H 26.915 24.956 -1.448 0.102
C 29.293 25.591 -5.304 -0.036
O 30.388 25.743 -6.205 0.020
C 31.539 25.243 -5.786 -0.623
O 31.722 24.624 -4.768 0.125
O 32.475 25.554 -6.672 0.013
C 33.773 25.068 -6.460 -0.063
H 28.346 25.714 -5.824 0.072
H 29.369 26.347 -4.526 0.101
H 29.258 24.585 -4.892 0.098
H 34.156 25.475 -5.519 0.099
H 34.456 25.420 -7.231 0.092
H 33.891 23.984 -6.410 0.098
C 19.773 24.619 1.420 -0.037
O 20.600 23.972 0.464 -0.008
C 20.097 23.716 -0.729 -0.630
O 18.966 23.897 -1.078 0.138
O 21.034 23.097 -1.455 0.007
C 20.857 23.156 -2.858 -0.050
H 20.340 25.203 2.136 0.092
H 19.119 23.851 1.834 0.103
H 19.092 25.324 0.935 0.097
H 21.692 22.653 -3.337 0.098
H 20.771 24.189 -3.190 0.082
H 19.953 22.627 -3.169 0.098
C 23.756 22.759 -8.347 -0.038
O 24.395 23.506 -9.375 0.007
C 23.856 24.605 -9.914 -0.610
O 24.505 25.376 -10.557 0.108
O 22.564 24.700 -9.650 0.005
C 21.889 25.884 -10.054 -0.013
H 24.407 22.904 -7.479 0.088
H 23.734 21.710 -8.650 0.096
H 22.738 22.987 -8.038 0.098
H 22.384 26.736 -9.583 0.070
H 20.853 25.813 -9.743 0.099
H 21.930 26.088 -11.125 0.103
C 25.945 25.946 -8.227 -0.005
O 25.031 25.278 -7.373 0.015
C 24.875 25.661 -6.123 -0.607
O 25.584 26.378 -5.465 0.120
O 23.790 25.036 -5.669 0.019
C 23.439 25.301 -4.319 -0.038
H 26.758 25.264 -8.458 0.096
H 26.261 26.920 -7.849 0.092
H 25.465 26.235 -9.167 0.055
H 22.409 25.227 -3.989 0.077
H 23.765 26.308 -4.049 0.093
H 24.014 24.634 -3.674 0.087
C 28.294 23.109 -10.307 -0.034
O 28.547 23.645 -11.583 0.011
C 28.733 22.825 -12.602 -0.616
O 28.468 21.644 -12.618 0.121
O 29.339 23.481 -13.574 0.014
C 29.771 22.766 -14.712 -0.047
H 29.185 22.787 -9.769 0.102
H 27.567 22.300 -10.376 0.098
H 27.818 23.832 -9.643 0.070
H 30.194 23.463 -15.427 0.093
H 29.018 22.114 -15.147 0.096
H 30.609 22.116 -14.445 0.098
```

Calculated values
- SMILES = COC(=O)OC.COC(=O)OC.COC(=O)OC.COC(=O)OC.COC(=O)OC.COC(=O)OC.COC(=O)OC.COC(=O)OC.COC(=O)OC
- LUMO (eV) = 0.374

***

The most stable arrangement is x, and the next structure is 1450.6 kJ/mol less stable.

***

## w
Entry from the Open Molecules 2025 dataset: a molecular structure, C7H8N2O2S (ωB97M-V/def2-TZVPD).

The geometry in XYZ format:
```
20
Properties=species:S:1:pos:R:3:lowdin_charge:R:1
C -2.216 -2.752 1.202 -0.366
C -1.344 -0.358 0.107 -0.229
C -0.258 -0.158 -0.587 -0.303
C 0.774 1.019 -0.333 -0.197
C 1.892 1.040 -1.129 0.012
C 2.576 2.891 0.204 -0.093
C 1.298 2.832 0.728 -0.156
H -2.095 -4.044 0.610 0.178
H -1.047 -2.315 1.653 0.118
H -3.058 -2.262 2.051 0.112
H -1.856 0.504 0.443 0.065
H -0.467 -1.818 -1.731 0.078
H 2.154 0.219 -1.705 0.087
H 3.337 3.617 0.363 0.097
H 0.937 3.384 1.494 0.081
N 2.966 1.936 -0.689 0.097
N 0.503 1.847 0.663 0.133
O -1.880 -2.618 -1.636 -0.581
O 0.275 -1.167 -1.372 -0.030
S -2.492 -1.795 -0.337 0.901
```

Calculated values
- LUMO (eV) = -0.137

***

## x
Entry from the Open Molecules 2025 dataset: 2 unconnected molecules or ions with the total composition C7H8N2O2S (ωB97M-V/def2-TZVPD).

The geometry in XYZ format:
```
20
Properties=species:S:1:pos:R:3:lowdin_charge:R:1
C 3.060 1.145 -0.797 -0.387
C 3.726 0.301 1.260 -0.496
C 2.137 1.334 0.292 -0.349
C 0.789 1.889 0.151 -0.247
C -0.178 -1.641 -0.647 0.025
C -2.419 -1.169 0.520 -0.103
C -1.585 -1.230 -0.702 -0.254
N 2.636 0.870 1.423 0.025
N 0.953 -1.685 -0.371 -0.113
O 2.138 -1.801 -0.260 -0.017
O 0.134 1.903 -0.834 0.069
S 4.419 0.411 -0.306 1.061
H 2.823 1.480 -1.774 0.073
H 4.353 -0.165 2.105 0.113
H 0.396 2.210 1.092 0.110
H -2.373 -2.071 1.026 0.046
H -3.436 -1.013 0.301 0.055
H -2.108 -0.336 1.341 0.139
H -1.627 -0.381 -1.465 0.137
H -1.986 -1.929 -1.460 0.114
```

Calculated values
- SMILES = CCC#[N+][O-].O=Cc1cscn1
- LUMO (eV) = 0.308

***

The most stable arrangement is x, and the next structure is 187.9 kJ/mol less stable.

***

## w
Entry from the Open Molecules 2025 dataset: a gas-phase ion, C5H11N2S (charge +1) (ωB97M-V/def2-TZVPD).

The geometry in XYZ format:
```
19
Properties=species:S:1:pos:R:3:lowdin_charge:R:1
C 1.742 -0.997 1.403 0.114
C 0.092 0.006 -0.121 -0.507
C -1.899 1.092 -0.785 -0.104
C -1.841 0.028 1.463 0.037
C 2.186 -0.180 -1.646 -0.313
N 0.736 -0.868 0.653 0.057
N -1.169 0.299 0.185 -0.186
S 0.528 0.588 -1.757 1.058
H 1.774 -2.001 1.809 0.118
H 2.457 -0.278 1.498 0.082
H -1.951 0.402 -1.654 0.101
H -1.644 2.163 -0.908 0.119
H -2.846 1.216 -0.353 0.079
H -1.901 0.858 2.055 0.086
H -1.201 -0.720 1.914 0.092
H -2.675 -0.545 1.250 0.091
H 2.845 0.405 -2.246 0.047
H 2.254 -1.180 -2.053 0.066
H 2.512 -0.289 -0.706 -0.036
```

Calculated values
- charge = +1
- LUMO (eV) = -4.464

***

## x
Entry from the Open Molecules 2025 dataset: a molecular structure, C5H11N2S (ωB97M-V/def2-TZVPD).

The geometry in XYZ format:
```
19
Properties=species:S:1:pos:R:3:lowdin_charge:R:1
C -0.455 -1.446 -2.608 -0.438
C -0.372 1.104 -2.148 -0.318
C 0.524 -0.255 -0.942 -0.219
C -0.340 -1.298 1.254 0.045
C 0.322 1.020 1.090 -0.035
N 0.308 -1.395 -1.585 -0.025
N -0.244 -0.051 0.365 -0.166
S -1.086 -0.020 -3.336 0.946
H -0.819 -2.471 -3.017 0.134
H -1.149 1.458 -1.523 0.020
H 0.538 1.580 -2.532 0.065
H 1.535 0.166 -0.874 0.152
H 0.600 -1.496 1.805 0.122
H -1.248 -1.160 1.845 0.109
H -0.511 -2.168 0.554 0.110
H 1.342 0.897 1.276 0.109
H 0.291 1.913 0.515 0.106
H -0.337 1.298 1.833 0.103
H -1.230 0.203 0.206 0.180
```

Calculated values
- charge = +1
- LUMO (eV) = -3.281

***

The most stable arrangement is w, and the next structure is 51.0 kJ/mol less stable.